65
Properties=species:S:1:pos:R:3:forces:R:3 method="wB97M-V/def2-TZVPD" total_charge=+4 e_homo_ev="-18.7 / -19.9" relative_energy_kj_mol=36.2 e_lumo_ev="-11.9 / -14.8" orbital_gap_ev="6.84 / 5.11" multiplicity=5
P -1.4527 -3.1529 -0.3826 -1.5 -0.2 1.4
C -2.4132 -3.9447 0.8973 -0.1 -0.8 0.0
H -2.8887 -4.8397 0.4656 0.1 0.1 0.3
H -3.1716 -3.2453 1.2874 0.3 -0.3 -0.3
H -1.7557 -4.2458 1.7272 -0.2 0.0 -0.2
C -2.4833 -2.7446 -1.7839 0.0 0.6 -0.3
H -1.8616 -2.4172 -2.6272 -0.2 -0.1 0.1
H -3.1971 -1.9457 -1.5374 0.2 -0.3 0.0
H -3.0484 -3.6408 -2.0754 0.2 0.1 0.1
C -0.0249 -4.0747 -0.9058 0.6 0.0 0.1
H -0.3551 -4.8865 -1.5703 0.0 0.1 0.2
H 0.4778 -4.5154 -0.0344 -0.1 0.1 -0.2
H 0.6883 -3.4308 -1.4422 -0.3 -0.3 0.2
P 3.4522 -0.3464 0.8478 0.4 0.5 -0.2
C 2.3776 -0.7635 2.2290 -0.3 0.0 -0.1
H 2.9798 -0.8126 3.1470 -0.1 0.0 -0.2
H 1.9090 -1.7338 2.0289 0.1 0.1 0.2
H 1.6014 0.0059 2.3138 0.2 -0.3 0.2
C 4.7144 -1.6307 0.7353 0.1 -0.2 -0.3
H 5.2603 -1.5348 -0.2109 0.0 0.0 0.3
H 4.2336 -2.6153 0.7627 0.1 0.1 0.0
H 5.4195 -1.5502 1.5710 -0.1 0.0 -0.1
C 4.2582 1.2129 1.2688 0.1 0.2 -0.1
H 5.0070 1.0589 2.0552 -0.1 0.0 -0.1
H 3.5022 1.9236 1.6218 0.1 -0.1 0.0
H 4.7456 1.6344 0.3816 0.0 -0.1 0.3
P -1.2980 3.5863 0.1206 -1.7 -0.1 2.0
C -2.2476 3.9910 1.5858 -0.3 0.7 -0.1
H -3.0953 4.6219 1.2788 0.1 -0.1 0.3
H -1.6092 4.5504 2.2865 -0.2 -0.1 -0.2
H -2.6168 3.0652 2.0603 0.2 0.4 -0.3
C -0.5018 4.9989 -0.6232 0.9 -0.1 -0.2
H -1.2451 5.8054 -0.7309 0.0 -0.3 0.1
H -0.1141 4.7435 -1.6213 -0.2 0.1 0.3
H 0.3302 5.3605 -0.0018 -0.3 0.0 -0.1
C -2.3612 2.7303 -1.0316 0.2 -0.2 -0.4
H -2.9337 3.4904 -1.5861 0.2 -0.1 0.1
H -3.0572 2.0738 -0.4837 0.3 0.3 0.0
H -1.7660 2.1319 -1.7341 -0.2 0.2 0.0
Pt 2.3683 -0.0639 -1.3831 3.2 -2.3 8.3
C -0.8952 -1.5775 0.3300 1.4 0.7 -1.2
O -0.9824 -0.6721 1.0670 -0.3 -1.1 -0.2
C -0.1538 2.3300 0.8003 1.5 -0.1 -1.9
O 0.1757 1.5629 1.6206 -0.7 0.9 0.3
C 2.3624 1.5351 -2.7658 -0.1 1.5 -1.0
C 1.0578 1.2967 -2.2675 -1.2 0.9 -1.1
C 0.5144 -0.0158 -2.3280 -1.5 0.3 -1.3
C 1.2737 -1.0664 -2.9014 -1.1 -0.5 -1.2
C 2.5913 -0.8306 -3.3429 0.0 -0.5 -1.8
C 3.1336 0.4725 -3.2819 0.6 0.4 -1.7
H 2.8111 2.5189 -2.6402 0.0 -0.2 0.0
H 0.5174 2.0896 -1.7485 0.2 -0.3 -0.2
H -0.4444 -0.2370 -1.8610 0.2 0.1 -0.1
H 0.8861 -2.0834 -2.8790 0.2 0.3 -0.1
H 3.2170 -1.6618 -3.6561 0.0 0.1 0.0
H 4.1748 0.6330 -3.5496 -0.1 0.0 0.0
N -2.1088 -0.6027 3.6515 -0.1 0.0 0.4
N -3.0716 -0.2741 2.7130 0.7 -0.1 -2.7
N -3.5052 -1.2339 1.8535 -0.4 2.0 0.7
C -3.8934 -0.4887 0.8066 0.0 -0.4 0.8
N -3.6297 0.8134 0.9640 0.5 -0.1 1.4
N -3.0420 0.9452 2.1652 -1.2 -1.7 -0.6
H -2.0950 0.1204 4.3651 -0.1 -0.1 0.2
H -2.3312 -1.5135 4.0427 -0.2 0.2 0.2
H -4.3896 -0.9102 -0.0641 0.0 0.2 0.3

70
Properties=species:S:1:pos:R:3:forces:R:3 method="wB97M-V/def2-TZVPD" total_charge=-1 e_homo_ev=-5.9 e_lumo_ev=1.9 orbital_gap_ev=7.85
N 18.3293 7.3857 11.2134 -0.1 1.5 -0.9
O 19.5600 7.5355 11.1086 -0.3 -0.5 0.2
O 17.7530 7.7079 12.2858 0.1 -0.8 -0.7
O 17.6422 7.0876 10.2017 0.2 -0.4 0.7
C 16.2251 4.2123 10.2473 0.5 -0.5 0.4
C 16.9384 4.1031 8.9767 -0.4 0.5 0.2
N 17.4838 3.9891 7.9755 0.1 0.0 -0.2
H 15.6045 3.3212 10.3402 -0.1 0.1 0.2
H 15.6525 5.1173 10.4162 0.0 0.1 -0.6
H 16.9778 4.2192 11.0379 -0.1 -0.2 0.0
C 21.2362 9.9412 12.6557 -0.4 -0.5 0.3
C 22.2974 9.1824 13.3065 0.1 0.5 -0.2
N 23.1548 8.5908 13.7840 0.2 -0.2 0.2
H 20.3641 9.2815 12.6807 -0.1 0.2 -0.3
H 21.5002 10.1648 11.6253 0.0 0.0 0.0
H 20.9966 10.8606 13.1857 0.1 0.0 0.0
C 20.6043 7.2517 8.0801 0.1 -0.8 -0.9
C 21.7916 6.4319 8.2849 0.7 0.5 0.5
N 22.7282 5.8083 8.5259 -0.2 0.0 -0.2
H 20.6640 8.2541 8.4867 0.0 -0.2 0.5
H 19.8079 6.6230 8.4785 -0.5 0.7 0.0
H 20.4797 7.3862 7.0032 -0.2 -0.2 0.0
C 15.8071 7.4028 7.7167 0.4 0.4 0.0
C 16.9559 8.1997 7.2675 0.0 -0.8 -0.1
N 17.8810 8.7870 6.9303 0.0 0.3 -0.1
H 15.1695 7.0977 6.8898 -0.1 0.4 -0.1
H 15.3176 8.0647 8.4306 -0.5 -0.4 0.1
H 16.1321 6.4789 8.1868 0.3 0.2 0.2
C 18.1948 10.5607 10.3907 -0.3 0.5 -0.3
C 18.5611 11.9491 10.6518 0.1 -0.1 0.4
N 18.8304 13.0242 10.9480 0.1 0.1 -0.2
H 17.3276 10.3428 11.0122 0.1 -0.3 0.1
H 19.0238 9.8897 10.6033 -0.1 -0.1 0.0
H 17.8944 10.4762 9.3455 0.1 -0.2 0.0
C 17.9272 8.8810 14.7137 -0.1 0.2 -0.2
C 17.9094 10.2778 14.2719 -0.2 -0.4 0.5
N 17.8222 11.3497 13.8694 0.1 0.1 0.0
H 16.9139 8.4734 14.7470 -0.1 0.5 0.0
H 18.3530 8.7079 15.6970 0.3 0.3 0.0
H 18.4141 8.3056 13.9233 0.3 0.3 0.4
C 14.6804 6.7231 12.9361 0.5 0.5 0.9
S 13.8029 8.2875 13.2827 0.3 1.0 0.5
O 13.9248 8.6484 14.7503 0.1 -0.7 -1.1
C 14.9913 9.3814 12.4212 0.2 -0.9 -0.5
H 14.3355 6.0170 13.6913 -0.4 -0.1 -0.3
H 15.7538 6.8349 13.1054 -0.1 0.2 -0.3
H 14.4833 6.4249 11.9122 -0.2 -0.1 0.0
H 15.2021 8.9523 11.4354 -0.1 -0.1 0.0
H 15.9332 9.3131 12.9623 -0.2 0.3 0.1
H 14.6485 10.3981 12.2547 -0.3 0.0 0.5
C 20.3827 4.4484 11.6436 0.4 -0.4 -0.5
S 21.1426 5.3781 12.9915 0.3 0.2 0.7
O 21.3739 4.4290 14.1312 0.1 0.2 -1.0
C 22.7613 5.6284 12.1594 -0.7 -0.3 -0.5
H 20.8746 3.4757 11.5564 0.1 0.1 0.2
H 20.5349 4.9774 10.7023 -0.1 0.2 0.1
H 19.3217 4.2590 11.7948 0.0 0.3 0.3
H 22.6767 6.3041 11.3068 -0.3 0.0 0.1
H 23.0139 4.6446 11.7642 0.5 0.0 0.2
H 23.4768 6.0636 12.8485 -0.1 -0.3 0.3
C 17.0053 4.1219 16.7803 0.6 -0.6 0.0
S 18.2422 5.4562 16.4998 0.1 -0.4 -0.3
O 19.5779 4.8249 16.2895 -1.0 0.1 0.3
C 17.5529 5.9342 14.8808 0.7 -0.1 0.3
H 17.1287 3.3907 15.9778 -0.1 0.2 -0.2
H 15.9754 4.4656 16.8526 0.1 0.3 -0.1
H 17.2535 3.5700 17.6881 0.1 0.4 0.2
H 18.2642 6.5878 14.3710 -0.1 -0.3 0.4
H 16.6498 6.4944 15.1241 -0.1 -0.3 -0.3
H 17.4237 5.0857 14.2088 -0.3 -0.2 0.3

62
Properties=species:S:1:pos:R:3:forces:R:3 method="wB97M-V/def2-TZVPD" total_charge=0 e_homo_ev=-9.5 smiles="CCOC(C)=O.CCOC(C)=O.CCOC(C)=O.CC(C)=O.CC(C)=O" relative_energy_kj_mol=900.4 e_lumo_ev=0.4 orbital_gap_ev=9.89
O 20.2410 43.0140 25.5770 -1.8 2.3 -0.8
C 19.2530 43.6340 25.1610 0.7 -1.2 1.9
O 18.9890 44.9930 25.3000 -0.6 -2.5 -1.6
C 19.7820 45.8190 26.0820 -0.2 -0.1 3.8
C 19.0460 47.1170 26.4330 14.1 2.0 -7.2
C 18.0910 42.8890 24.4900 -0.6 1.6 10.4
H 20.7620 45.9690 25.7660 1.5 0.5 -1.6
H 20.0000 45.2690 27.0330 -0.5 0.4 -0.4
H 19.7100 47.8900 26.8900 -0.4 -1.0 0.1
H 18.2960 47.0110 26.8340 -13.4 -2.4 8.4
H 18.7270 47.6040 25.5650 -0.1 0.7 -2.0
H 17.1910 43.4230 24.6070 -1.2 0.7 0.9
H 17.9400 41.9050 24.7280 0.3 -2.3 0.7
H 18.2390 43.0590 23.6310 2.2 1.3 -12.5
O 22.0690 45.8740 21.2580 2.0 -0.1 -2.2
C 21.5080 45.9390 22.2910 -2.9 0.2 0.7
O 22.0260 45.8830 23.4820 0.9 0.4 2.7
C 23.4610 45.6160 23.8140 -1.0 1.4 -3.3
C 23.6790 45.5700 25.2610 -4.5 -0.7 -0.8
C 19.9740 46.0390 22.3620 0.3 0.5 3.1
H 24.1080 46.3880 23.3040 -0.9 -0.6 0.5
H 23.5950 44.7040 23.2630 0.7 -0.7 0.2
H 24.6440 45.4970 25.3460 5.7 -1.0 0.8
H 23.1720 44.7060 25.6750 -0.1 0.1 0.5
H 23.4810 46.4870 25.7360 -0.9 1.1 0.7
H 19.5620 45.0730 22.6630 0.1 0.1 -0.1
H 19.4990 46.4130 21.5300 -0.5 0.2 -2.6
H 19.5730 46.7960 23.1000 1.0 -1.0 -0.1
O 26.8750 48.1100 24.9820 0.3 -0.4 -0.3
C 26.3970 48.0140 23.8670 -2.8 8.9 5.8
O 26.4970 47.1610 23.0600 2.0 -9.0 -7.0
C 27.3900 45.9680 23.2940 3.3 4.0 -3.2
C 27.2400 44.8790 22.2880 -1.0 -0.8 4.4
C 25.3200 49.0890 23.3250 3.4 -0.1 -4.7
H 27.1730 45.6250 24.2040 -0.6 -1.1 3.8
H 28.4930 46.4100 23.2590 -2.4 -0.8 0.3
H 26.4600 44.2530 22.7060 -0.3 -0.5 0.1
H 28.1050 44.2880 22.3710 1.3 -0.7 -0.7
H 26.8450 45.0960 21.4050 -0.7 1.3 -4.2
H 24.8740 48.7040 22.3560 -0.2 -0.3 1.6
H 25.7630 50.0300 22.7410 -0.4 -1.5 2.3
H 24.6730 49.2720 24.0880 -1.9 1.0 1.8
C 21.8850 43.4590 28.5170 -3.5 1.4 1.1
C 21.5930 43.4040 30.0210 -5.8 5.2 3.8
O 20.5910 44.2240 30.7230 6.4 -5.3 -4.9
C 22.3950 42.4830 30.8570 -2.0 6.1 2.0
H 21.8370 42.4220 28.3990 0.8 -1.9 -1.2
H 22.8730 43.9150 28.2800 -1.0 -0.3 -0.1
H 20.8490 43.7540 27.9710 3.1 0.1 1.1
H 22.5640 41.5720 30.6610 0.2 -7.1 -2.6
H 22.0570 42.5040 31.8700 -0.2 0.4 0.7
H 23.3750 42.8270 30.8070 2.1 1.3 0.2
C 20.2480 47.8860 19.2950 -1.4 1.4 0.8
C 20.2010 48.8320 20.5340 -7.6 0.0 -2.0
O 18.9580 49.1450 20.8610 6.3 -0.8 -0.2
C 21.4690 49.4180 20.9810 -2.0 -0.1 1.8
H 20.3420 48.5080 18.3490 0.0 -0.7 1.2
H 19.2530 47.3310 19.2780 1.7 0.5 -0.1
H 21.1300 47.3320 19.5060 0.6 -1.3 -0.7
H 21.9590 49.6330 20.1060 1.7 0.4 -2.1
H 22.0350 48.7030 21.5750 0.1 0.3 0.3
H 21.1410 50.3480 21.4130 0.6 0.3 1.0

85
Properties=species:S:1:pos:R:3:forces:R:3 method="wB97M-V/def2-TZVPD" total_charge=+2 e_homo_ev=-12.7 e_lumo_ev=-9.6 orbital_gap_ev=3.06
C 4.0189 0.6365 1.2954 0.3 -1.0 -0.2
C 3.6016 1.4145 -0.0905 -0.5 -0.3 0.7
C 2.6133 2.7057 0.1195 0.2 -0.5 -0.2
C 1.0561 2.2713 0.4496 1.6 0.9 1.7
N 0.3929 1.6519 -0.7415 -1.8 -2.3 3.2
N 0.3546 2.4380 -1.8647 -4.6 -2.7 -6.5
C -0.3566 1.8362 -2.8722 -0.2 -0.2 -4.1
O -0.9335 1.3497 -3.9793 4.4 3.8 9.0
C -0.8920 0.9211 -0.4380 -1.4 1.1 1.2
N -2.0673 1.5947 -0.0801 3.2 -1.5 -1.2
C -2.1832 3.1159 0.0130 -0.9 2.5 0.1
C -3.7617 3.6323 0.1855 0.6 0.9 0.5
N -4.5207 2.9010 1.2688 0.4 -1.8 -2.4
N -0.8160 -0.5834 -0.5188 -1.5 1.9 0.1
C -0.0345 -1.2378 0.5659 2.9 0.9 1.7
N 1.4641 -1.0769 0.2266 -1.7 -1.6 -0.5
C -2.0403 -1.2717 -0.9861 -2.1 -0.3 -0.9
C -2.8771 -2.1781 0.0749 -1.2 -0.9 0.1
C -3.7090 -1.3681 1.2267 -7.5 1.7 0.1
N -3.1412 -0.6769 2.4470 0.4 -1.6 -2.3
O -5.0579 -1.2644 1.0654 9.3 -1.0 0.5
H 3.0849 0.2642 1.9364 1.9 1.0 -1.3
H 4.7627 1.2459 1.9748 -1.8 -1.1 -1.4
H 4.6003 -0.3578 0.9883 -1.2 2.1 0.7
H 4.6151 1.8376 -0.5486 -1.1 -0.3 -0.2
H 3.2018 0.6384 -0.9045 0.7 1.9 1.9
H 2.9924 3.3485 1.0493 -0.9 -1.4 -2.1
H 2.6357 3.3602 -0.8538 0.0 -1.2 1.9
H 0.5262 3.2629 0.8532 0.9 -2.3 -0.9
H 1.1320 1.4366 1.3000 -0.5 1.8 -1.9
H -2.9733 1.0829 0.1451 1.3 0.6 -0.4
H -1.6347 3.5235 0.9910 -1.0 -1.3 -2.3
H -1.7897 3.6732 -0.9525 -0.4 -1.5 2.0
H -3.6588 4.7632 0.5546 0.0 -2.5 -1.1
H -4.3536 3.6404 -0.8298 1.3 -0.1 2.0
H -3.9021 2.2937 1.8492 -0.6 0.9 -0.2
H -5.1508 2.2123 0.7590 0.5 1.1 1.2
H -0.1795 -2.3895 0.7106 -0.8 2.3 -0.3
H -0.1791 -0.6074 1.5631 0.1 -1.9 -1.8
H 1.5524 -1.5991 -0.6952 0.7 1.1 1.7
H 2.0412 -1.5838 0.9438 -0.6 0.5 -0.9
H -2.8187 -0.5142 -1.4818 1.8 -1.6 1.2
H -1.7268 -1.9964 -1.8821 -2.8 2.9 2.6
H -3.6934 -2.7748 -0.5616 1.5 1.6 1.3
H -2.2575 -3.0199 0.6267 -0.2 2.2 -1.2
H -2.6602 0.2166 2.2015 -0.4 -1.1 0.5
H -2.5374 -1.3228 3.0051 -0.4 1.0 -0.7
C -4.1767 7.8357 -1.0524 -0.2 0.3 -0.3
Cl -5.3144 6.5315 -0.6922 -0.1 0.1 -0.1
Cl -2.6906 7.6615 -0.1110 0.1 0.0 0.0
H -3.9292 7.8082 -2.1163 0.0 -0.1 0.3
H -4.6433 8.7927 -0.8067 0.1 -0.3 0.1
F 4.9856 2.2720 -2.0885 0.1 0.1 0.7
B -8.5144 -0.5243 1.6586 -1.0 0.1 0.4
F -9.7407 0.0810 2.1520 1.8 -0.8 -0.7
F -8.8178 -1.8126 1.0571 0.6 1.3 0.5
F -7.9113 0.3459 0.6622 -0.2 -0.8 0.8
F -7.5878 -0.7114 2.7632 -0.6 0.1 -1.2
Na -3.0407 -4.7592 1.0340 -0.7 -0.8 0.5
Cs -0.0407 -3.0355 -2.2253 3.1 -2.0 -1.5
C 7.6558 -2.4093 2.3518 -1.1 -0.3 -0.3
C 6.2331 -2.7565 1.9445 -7.8 -1.9 -2.2
N 5.0529 -3.0443 1.6067 9.3 2.4 2.6
H 7.6450 -1.7898 3.2528 -0.1 -0.1 -0.1
H 8.2189 -3.3243 2.5555 -0.2 0.1 -0.1
H 8.1501 -1.8587 1.5469 -0.2 -0.1 0.1
C 1.5755 -8.4425 0.4093 0.2 -0.8 0.4
Cl 0.9566 -7.3994 -0.8824 -0.1 0.2 -0.2
Cl 0.9931 -7.8892 1.9886 0.1 0.1 -0.1
Cl 1.1043 -10.1273 0.1279 0.1 0.6 0.0
H 2.6670 -8.3849 0.4052 -0.4 0.1 0.0
F -2.5435 -6.5703 -4.1728 -0.9 1.2 0.4
Al -3.0407 -7.7515 -5.4382 -0.7 -4.1 -3.7
F -3.9244 -6.8898 -6.7497 1.4 -0.5 2.7
F -4.1167 -8.9970 -4.7071 1.7 2.6 -0.5
F -1.5783 -8.5487 -6.1231 -2.1 1.8 1.6
Al -3.6407 -5.1067 -3.5553 0.4 -1.0 -0.7
C 7.4741 4.4678 0.0361 1.1 0.7 -3.0
C 6.8217 3.8374 1.2792 -0.5 -0.3 2.5
O 6.8109 2.5284 1.0874 -0.2 1.3 -0.3
H 6.9092 4.2491 -0.8789 0.0 -0.2 0.4
H 7.5068 5.5580 0.1469 -0.3 -0.2 0.6
H 8.5060 4.1225 -0.1051 -0.4 -0.1 0.3
H 5.8584 4.3584 1.3945 -0.7 -0.5 -0.9
H 7.3872 4.2372 2.1354 0.7 -0.7 0.0